[1]
DFT (ωB97M-V with the def2-TZVPD basis set) results for a molecular structure, C22H44CoN3O2P.

Atoms and positions in Å:
1 H 2.64173 2.61768 -2.38421
2 C -0.40253 2.16142 -4.16456
3 H 4.51744 -3.38650 -1.29650
4 H 1.08978 -2.37696 4.27409
5 H 0.14786 4.63899 -0.33083
6 H -0.85961 -3.77318 3.36232
7 Co -0.20483 -0.77653 0.76963
8 H 0.62094 1.92262 -4.48510
9 C 1.90517 -1.17311 -1.22460
10 H -1.23481 -0.99514 -3.02998
11 H 2.18101 -0.02690 2.62946
12 C -0.17730 1.79829 3.66828
13 H -1.04526 2.07818 -5.05240
14 H -1.06885 3.35463 -0.21140
15 H -2.67418 0.90277 -1.86479
16 C -2.31890 1.58012 -2.65190
17 H -0.21322 1.09760 4.51206
18 C 1.45802 -0.05134 -1.96298
19 C 3.07147 -1.83712 -1.67506
20 H -1.42403 -2.13026 3.75842
21 H 1.34087 3.62908 -3.08704
22 C -0.91228 1.17124 -3.10925
23 H 1.65384 -3.74116 2.44046
24 H -4.14320 -1.17666 -0.25198
25 H -3.91919 -1.87181 -1.88630
26 C -2.17897 -2.88902 1.90342
27 N 0.16959 -2.20511 2.37233
28 H -1.77922 -0.20555 -4.52335
29 C -0.98484 -0.21945 -3.76374
30 C 2.90325 -3.39416 0.13277
31 H -2.53409 2.81056 3.49554
32 C -3.47586 -1.77976 -0.88379
33 P 0.20047 1.12514 -1.64117
34 C -1.24085 1.45797 2.68385
35 H 0.81273 1.74736 3.20236
36 H -0.45673 3.20592 -3.83252
37 H -0.61603 0.73441 -0.53786
38 H 2.29538 4.23179 -1.73517
39 H -0.04229 -0.48546 -4.25755
40 C 1.72768 -2.76086 0.52348
41 C 1.66994 2.55240 0.18392
42 N -2.39502 2.11804 2.77308
43 C -0.27495 3.76595 -0.85018
44 H -0.72483 4.14271 -1.78093
45 C 0.94650 -1.60494 3.49934
46 H 3.23263 -4.26069 0.70108
47 H -0.32208 2.81086 4.06594
48 H 3.50981 -1.46627 -2.60031
49 H -2.36590 2.61754 -2.29886
50 H -3.14876 1.89972 2.12638
51 H -3.09784 -3.20804 2.40749
52 H 1.05924 2.14643 1.00151
53 C 0.96362 -3.28655 1.70845
54 C 2.28491 -1.01559 3.09587
55 H -1.93382 -3.62835 1.12623
56 H 2.01956 0.10797 -2.89367
57 C 3.59578 -2.90544 -0.97702
58 C 0.86459 2.75816 -1.10799
59 H 0.29989 -4.08875 1.36034
60 H -3.39664 -2.77392 -0.41657
61 H 2.84812 -1.66019 2.41383
62 H -1.50394 -1.67306 -1.28277
63 C 1.83566 3.32692 -2.15730
64 H 2.06498 3.52161 0.51991
65 C -1.09619 -2.77911 2.94292
66 N 1.23488 -1.67577 -0.12112
67 H -2.99454 1.49192 -3.51312
68 H 0.31012 -0.82640 3.93631
69 H -2.38210 -1.92006 1.41991
70 O -2.21284 -1.08452 -0.95232
71 O -1.15087 0.58546 1.77095
72 H 2.90196 -0.88704 3.99318
73 H 2.52799 1.88929 0.02110

Computed properties:
HOMO (alpha / beta) in Ha: -0.368 / -0.548
<S²>: 8.775
Gap between HOMO and LUMO (alpha / beta) in Eh: 0.1911 / 0.2806
2S+1: 6
Net charge: +2
Relative energy (zero: lowest compared OMol25 entry of this formula, charge and spin) in eV: 0.000
LUMO energy (alpha / beta) in eV: -4.8 / -7.3

Atomic partial charges in e from the Mulliken method, atoms 1 to 5: 0.3790, -1.8594, 0.4178, 0.5372, 0.5175

=====

[2]
DFT (ωB97M-V with the def2-TZVPD basis set) results for a molecular structure, C22H44N3OP2Ti.

Atoms and positions in Å:
1 C 3.01723 1.39003 -1.57630
2 H -1.51508 -3.35238 -0.94897
3 H -3.09284 -2.79292 -0.32491
4 H 4.82124 1.77061 -0.45841
5 H 1.33359 3.88116 -3.34767
6 H 0.64194 -1.99300 3.25282
7 H 3.51361 2.91496 -3.06205
8 C 3.15925 0.56484 4.07598
9 C -3.55217 -2.49421 2.51296
10 H -1.22105 0.06480 -4.02652
11 N 1.52125 0.10137 1.85466
12 P -1.24353 -1.82741 0.92175
13 H -3.12145 -0.28354 3.86551
14 H 4.38868 -0.99655 3.20262
15 H 3.76678 1.43518 5.86472
16 C -0.70810 0.81899 0.31986
17 C 0.46155 0.97515 -3.07520
18 C 0.95000 3.86069 0.12002
19 H 3.21842 0.31171 -1.49081
20 H -1.62699 0.89605 -2.45242
21 C -1.11533 -4.56434 1.66864
22 C -0.37093 -3.22694 1.73345
23 C -2.24581 -0.47206 3.22596
24 H -0.32818 3.30947 -1.49434
25 H -0.44721 -5.35574 2.03700
26 C 3.75983 2.05508 -0.41247
27 H -2.01090 -4.56762 2.29968
28 H -1.40681 -4.82211 0.64730
29 C -2.66380 -1.33937 2.03374
30 H 0.27798 1.65986 2.58601
31 P 1.19299 1.50592 -1.45892
32 H -3.86803 -3.15874 1.70212
33 H -4.46647 -2.07245 2.95677
34 H 0.55160 -3.32586 1.13014
35 H -2.75086 -1.90738 -2.56069
36 H 2.48265 4.41278 -2.08805
37 H -3.26824 -0.69715 1.37059
38 C 3.60173 1.83480 -2.91910
39 H -0.75494 -2.90448 3.88131
40 C 0.08080 -2.93022 3.17062
41 H 2.27237 -0.89780 -0.37915
42 C 1.42336 4.23966 -2.31723
43 H 0.75936 -3.72975 3.50513
44 H -3.06623 -3.09098 3.29587
45 C 2.63415 -0.66196 2.06605
46 C -0.88950 0.25154 -2.97709
47 H 1.97080 3.72406 0.49136
48 H 2.86940 -1.48283 1.38804
49 H 4.80058 0.21414 5.26940
50 H 0.34368 1.89453 -3.68672
51 H -0.80311 -1.71990 -3.12346
52 C 1.19192 1.07349 2.76233
53 O -1.60533 1.57708 0.50057
54 Ti 0.75917 -0.49419 -0.00945
55 C 3.48559 -0.40860 3.12691
56 C 0.75716 3.30858 -1.29726
57 N 3.96685 0.76254 5.14714
58 H 0.26278 3.39963 0.83396
59 N -0.83158 -1.09001 -2.32149
60 H 1.69733 2.07229 4.59306
61 H 3.39373 1.73144 0.56815
62 H -1.86372 0.50123 2.90688
63 H 1.20849 0.33626 -3.58901
64 C -2.16427 -1.42954 -1.73646
65 H 0.74303 4.94143 0.12233
66 H 0.92739 5.22079 -2.27462
67 H -1.48291 -0.95013 3.84919
68 C -2.07336 -2.45653 -0.60439
69 H 3.12489 1.32671 -3.76020
70 H 3.72206 3.14895 -0.46209
71 H -2.67908 -0.50797 -1.38865
72 C 1.98205 1.30848 3.87829
73 H 4.67068 1.58177 -2.93562

Computed properties:
HOMO in Ha: -0.655
Gap between HOMO and LUMO in Eh: 0.2300
2S+1: 1
Net charge: +3
Relative energy (zero: lowest compared OMol25 entry of this formula, charge and spin) in eV: 0.596
LUMO energy in eV: -11.6

Atomic partial charges in e from the Mulliken method, atoms 1 to 5: 0.6023, 0.6145, 0.4284, 0.5208, 0.3469

=====

[3]
DFT (ωB97M-V with the def2-TZVPD basis set) results for a molecular structure, C22H45AuN2P3SSe.

Atoms and positions in Å:
1 H 2.56107 0.11400 2.14244
2 H -1.60936 -2.56369 -3.23144
3 H 3.24933 -3.15335 -4.29540
4 S 3.21273 -3.58269 -3.04553
5 C 0.28331 -4.03495 4.76041
6 H -2.89073 2.29571 1.37420
7 H -1.53616 3.98510 -0.70056
8 H 0.63853 -1.47636 -5.35824
9 H -2.17026 -1.72044 1.08088
10 C -1.04418 -4.58013 -3.77944
11 C 0.52053 -2.89678 -3.17710
12 C 3.01746 2.47874 -0.65346
13 H 2.35622 -0.19825 -3.78454
14 H -1.09935 1.24658 -4.53375
15 N 1.23682 -3.55216 3.86687
16 C 0.48691 -0.49908 -5.00134
17 H 1.01218 2.15233 2.48961
18 H -1.69202 4.62259 -2.35454
19 H 0.76975 3.43550 1.29694
20 C 2.92113 0.31040 1.11697
21 H 2.93142 -0.64309 0.55830
22 H -0.60151 -4.79291 0.67673
23 H -2.75771 1.47397 2.98719
24 H -3.71099 2.35670 -2.71064
25 P -1.28838 2.20089 -2.35292
26 H 2.26781 -1.90719 4.67076
27 H 2.11692 -5.77193 -4.10442
28 Se 1.67905 -3.12490 1.01882
29 C 1.45292 2.64417 1.61824
30 H -3.14274 0.66892 -2.39459
31 C -0.48794 -0.22023 2.81490
32 H -1.61636 2.96936 -4.66908
33 C 1.27953 -5.08806 -3.92829
34 C -2.20182 1.86360 2.10780
35 C -3.03807 1.72684 -2.08967
36 H -3.34743 -0.58582 1.86483
37 H 1.36692 1.28076 -4.53391
38 H 2.97033 -3.50485 4.98787
39 H -0.25514 -6.56234 -4.23920
40 Au 0.49011 0.64733 -2.39544
41 C -0.71032 -4.55847 4.01542
42 H -2.07563 -4.15171 1.47102
43 H 3.09432 -2.79184 3.35342
44 P -1.30009 0.48198 1.31262
45 H -1.65217 -5.03793 4.33227
46 H 2.38801 3.11841 1.94112
47 H -0.95313 -1.19448 3.02657
48 C -0.98284 2.26988 -4.15579
49 C -0.80174 -3.27277 -3.39590
50 H 3.94091 0.73874 1.15765
51 H 2.55637 3.40970 -1.02006
52 C 1.36024 0.21990 -4.12845
53 H -3.26636 1.86598 -1.01639
54 P 1.73447 1.46274 0.22801
55 C 0.83788 -3.70832 2.54972
56 H 0.74654 -1.87897 -2.99372
57 C -2.61701 -0.72727 1.06631
58 H 3.39577 1.91054 -1.51351
59 C -1.20592 -4.81613 1.58076
60 H 0.47803 -3.94242 5.85107
61 H -3.04857 -0.55454 0.08471
62 H -1.56934 -5.84002 1.76657
63 N -0.36451 -4.39665 2.67608
64 H -0.07499 4.23901 -1.74798
65 H 3.86137 2.73870 0.00610
66 C 2.45855 -2.89921 4.23924
67 C -0.02073 -5.51758 -4.06553
68 H -0.36171 -0.01699 -5.39609
69 H 0.56753 -0.45207 2.59143
70 H -0.59930 0.50857 3.64052
71 H -1.51898 2.66303 2.41405
72 H 0.06975 2.57970 -4.25042
73 H -2.08525 -4.91084 -3.90328
74 C -1.13117 3.91859 -1.72527
75 C 1.53821 -3.83386 -3.32722

Computed properties:
HOMO (alpha / beta) in Ha: -0.577 / -0.577
<S²>: 2.035
Gap between HOMO and LUMO (alpha / beta) in Eh: 0.2458 / 0.1541
2S+1: 3
Net charge: +3
Relative energy (zero: lowest compared OMol25 entry of this formula, charge and spin) in eV: 0.432
LUMO energy (alpha / beta) in eV: -9.0 / -11.5

Atomic partial charges in e from the Mulliken method, atoms 1 to 5: 0.3039, 0.4937, 0.1881, -0.1108, -0.3347

=====

[4]
DFT (ωB97M-V with the def2-TZVPD basis set) results for 5 unconnected molecules or ions with the total composition C22H45BN2O7PS.

Atoms and positions in Å:
1 B 2.15598 -1.20211 2.06893
2 H 3.17378 0.38367 4.57585
3 O -5.11368 -1.81108 -1.51216
4 C 0.61965 1.20819 5.02206
5 H -3.39995 0.05168 -7.25345
6 C 2.49624 0.38567 3.67509
7 N 1.34016 1.34087 3.71145
8 H -3.60862 -4.21647 -1.65840
9 P 3.87963 -2.14372 2.30291
10 H -1.81142 -2.04159 -8.79150
11 H -3.56503 -2.31020 -0.22255
12 H -3.97178 1.44907 2.74650
13 H -4.49526 -3.98624 -3.91611
14 H 7.30543 1.43538 -2.54548
15 H -1.49865 1.08236 5.60574
16 H -4.83084 3.40716 5.54902
17 H 3.14168 1.93420 2.05234
18 H 4.05975 -2.84907 0.25577
19 C 7.42020 1.69742 0.19645
20 H 0.72330 2.21703 5.52547
21 H -1.03450 -0.00387 4.16395
22 C -3.72426 -2.10009 -1.27964
23 C 0.03582 -1.71093 1.55685
24 H 6.64906 -0.20459 -2.42633
25 H -3.25093 2.94235 2.11466
26 H -5.59817 3.40671 1.73691
27 C 5.61236 1.29765 -1.22010
28 H -2.04720 -1.14094 -5.09812
29 H -3.46776 -2.15783 -8.16082
30 C 7.75664 0.49491 -0.66504
31 H -1.33439 0.86516 -6.24911
32 H -1.25447 1.77460 3.92625
33 C -1.29595 -0.06090 -6.82303
34 C -2.47116 -1.75713 -7.96419
35 O 1.80084 -0.85804 3.46137
36 H -6.20287 -3.35117 -2.32125
37 C -5.14744 4.39957 3.64396
38 C -3.36946 -3.27819 -2.16786
39 S -1.55064 -1.28903 1.43411
40 C -0.91278 0.99128 4.65440
41 O 6.05241 2.02930 -0.06734
42 H -2.39667 0.30689 -8.68867
43 H 5.06709 1.96356 -1.89170
44 C -4.24602 3.87290 4.74737
45 H 8.03487 2.56439 -0.07368
46 H -0.36424 -0.06930 -7.39656
47 C -1.38092 -1.30123 -5.95243
48 O -3.42194 2.86149 4.16040
49 H -4.63575 5.19172 3.08895
50 C 3.97770 -2.96571 3.98712
51 H -6.06654 2.50981 3.18862
52 H 1.03204 0.37449 5.63942
53 H 7.54843 1.49829 1.26225
54 H -0.40673 -1.61952 -5.57839
55 C -4.30730 -3.07720 -3.34343
56 H 4.93078 0.51178 -0.87857
57 O -1.94842 -2.33812 -6.76464
58 N 1.13938 -2.04209 1.23275
59 H -6.09030 4.80042 4.01902
60 H 3.38017 -2.46281 4.78512
61 H -3.61636 4.65136 5.18337
62 H 7.47512 -0.42618 -0.14691
63 C -3.93763 2.53337 2.86304
64 H -2.31536 -3.30039 -2.44434
65 C -5.30988 3.17570 2.76288
66 C 3.20944 0.82759 2.27823
67 H 3.66172 -4.04739 3.89435
68 H 1.65927 2.29835 3.55990
69 H -3.14605 -1.21062 -1.54880
70 H -6.13516 -1.87824 -3.31317
71 H 8.81647 0.43408 -0.91693
72 O 2.35119 0.08982 1.38836
73 C 6.85407 0.70694 -1.86393
74 H 4.31146 0.64670 2.18718
75 C -5.55360 -2.53702 -2.66409
76 C -2.47703 -0.25262 -7.75594
77 H -3.89509 -2.32425 -4.02198
78 O 3.88153 -3.36446 1.06155
79 H 5.05457 -2.92357 4.31673

Computed properties:
HOMO in Ha: -0.125
Gap between HOMO and LUMO in Eh: 0.2106
2S+1: 1
Net charge: -1
LUMO energy in eV: 2.3

Atomic partial charges in e from the Mulliken method, atoms 1 to 5: 0.5670, 0.1205, -0.4230, -0.5054, 0.2615